# 1
C13H16N4O6S | ωB97M-V/def2-TZVPD

XYZ file:
```
40
Properties=species:S:1:pos:R:3:lowdin_charge:R:1
O 1.120 -0.514 -3.513 0.154
O 2.540 0.957 1.264 0.118
O -2.900 -0.150 -5.891 -0.349
O -3.348 1.268 -4.007 -0.330
O -2.081 -0.781 -3.713 -0.367
O -0.899 1.066 -4.780 -0.168
C 0.412 0.253 -2.949 -0.523
C 1.752 0.523 0.440 -0.330
C 1.143 -0.939 3.178 0.048
C -0.161 -2.401 1.788 0.018
C 0.772 -1.637 4.261 -0.033
C -0.542 -3.050 2.879 -0.071
C 0.789 -1.311 1.764 -0.117
N -0.100 -2.705 4.109 -0.086
N -0.228 1.344 -3.558 -0.011
N 0.404 0.559 -1.624 -0.054
N 1.039 -0.630 0.667 0.175
C -0.998 -3.166 5.268 0.026
C -0.817 1.233 -1.382 -0.112
C 0.563 3.238 -2.170 -0.065
C 1.469 2.685 -1.025 -0.119
C -0.682 2.277 -2.476 -0.167
C 1.554 1.159 -0.945 -0.158
S -2.383 0.381 -4.588 0.444
H 1.724 -0.020 3.416 0.128
H -0.354 -2.987 0.844 0.157
H 1.200 -1.479 5.287 0.163
H -1.134 -3.990 2.835 0.162
H 0.506 -0.969 -0.144 0.173
H -1.682 -2.392 5.513 0.087
H -0.447 -3.312 6.218 0.101
H -1.396 -4.152 5.184 0.084
H -1.751 0.644 -1.457 0.147
H -0.771 1.586 -0.410 0.107
H 0.170 4.207 -1.882 0.100
H 1.164 3.351 -3.153 0.147
H 2.449 3.068 -1.023 0.097
H 1.129 3.177 -0.096 0.121
H -1.639 2.710 -2.567 0.128
H 2.414 0.902 -1.563 0.174
```

## Properties
E_LUMO ... -0.0905 hartree
F_max ... 0.1389 Eh/bohr
Gap between HOMO and LUMO ... 4.858 eV
Net charge ... 0


# 2
C26H28FN5O4PtSeSi | ωB97M-V/def2-TZVPD

XYZ file:
```
67
Properties=species:S:1:pos:R:3:lowdin_spin:R:1
Pt 0.548 0.150 -0.279 0.287
C 2.771 2.304 -1.732 0.000
C 1.933 2.887 -0.636 0.021
C 2.055 4.222 -0.317 0.098
C 1.333 4.763 0.758 0.045
C 0.559 3.944 1.527 0.057
C 0.458 2.577 1.201 0.088
N 1.099 2.084 0.068 0.134
C -0.279 1.641 1.964 0.149
C -1.088 1.878 3.099 0.024
C -1.823 0.857 3.632 0.074
C -1.824 -0.434 3.036 0.081
C -1.028 -0.636 1.942 0.031
N -0.233 0.352 1.488 0.183
C -0.959 -1.857 1.114 0.006
C -1.555 -3.040 1.497 0.000
C -1.433 -4.149 0.681 0.006
C -0.691 -4.045 -0.477 0.000
C -0.096 -2.837 -0.825 0.006
C 0.747 -2.753 -2.057 0.000
N -0.261 -1.753 -0.049 0.011
H 3.613 2.968 -1.921 0.000
H 2.214 2.176 -2.658 0.000
H 3.141 1.319 -1.446 -0.001
H 2.728 4.835 -0.897 0.005
H 1.406 5.817 0.988 0.001
H 0.005 4.330 2.370 0.002
H -1.146 2.871 3.521 0.000
H -2.444 1.041 4.498 0.003
H -2.465 -1.215 3.416 0.004
H -2.097 -3.090 2.430 0.000
H -1.895 -5.087 0.957 0.000
H -0.547 -4.898 -1.125 0.000
H 1.042 -3.756 -2.361 0.000
H 1.636 -2.149 -1.888 0.000
H 0.199 -2.298 -2.881 0.000
F -1.332 4.839 -1.265 0.001
C -1.704 3.564 -1.134 0.002
C -1.368 2.645 -2.042 0.002
N -1.737 1.321 -1.918 0.026
C -1.314 0.363 -2.937 0.004
C 0.200 0.395 -3.233 0.003
O 0.544 0.614 -4.380 0.000
O 1.032 0.142 -2.274 0.011
C -2.520 0.886 -0.867 0.010
O -2.899 -0.261 -0.734 0.002
N -2.842 1.868 0.049 0.003
C -2.478 3.212 0.051 0.002
O -2.793 3.956 0.951 0.001
H -0.773 2.895 -2.911 0.000
H -1.834 0.563 -3.872 0.000
H -1.601 -0.622 -2.572 0.001
H -3.372 1.550 0.849 0.000
C 5.177 -0.800 2.898 0.030
Si 3.574 0.060 2.451 0.050
C 3.911 1.865 2.097 0.000
C 2.372 -0.078 3.879 0.000
Se 2.847 -1.090 0.621 0.530
H 5.619 -0.327 3.779 0.004
H 5.898 -0.737 2.081 0.001
H 5.010 -1.854 3.125 0.002
H 4.463 2.304 2.933 0.000
H 2.990 2.434 1.974 -0.001
H 4.511 1.985 1.193 0.000
H 2.822 0.327 4.790 0.000
H 2.102 -1.119 4.061 0.000
H 1.455 0.481 3.681 0.000
```

## Properties
Expectation value of S² ... 2.0277
E_LUMO (alpha / beta) ... -0.0245 / -0.0559 hartree
F_max ... 0.0020 Eh/bohr
Gap between HOMO and LUMO (alpha / beta) ... 5.150 / 6.537 eV
Net charge ... 0
Multiplicity ... 3
Energy above the lowest of the compared OMol25 structures with the same formula, charge and spin ... 0.00 kcal/mol


# 3
C44H44NO3SSeTe2V | ωB97M-V/def2-TZVPD

XYZ file:
```
97
Properties=species:S:1:pos:R:3:lowdin_spin:R:1
V -0.114 -0.460 0.438 1.508
C 3.788 3.112 4.396 0.000
C 2.616 2.509 3.667 -0.001
C 1.447 3.225 3.483 0.007
C 0.374 2.736 2.729 -0.001
C -0.851 3.535 2.473 0.000
O -1.480 3.434 1.435 -0.001
C -1.300 4.480 3.534 0.000
C -1.170 4.171 4.887 0.000
C -1.619 5.058 5.852 0.000
C -2.199 6.261 5.475 0.000
C -2.352 6.563 4.129 0.000
C -1.922 5.670 3.163 0.000
C 0.510 1.470 2.137 0.016
O -0.440 0.912 1.402 0.012
C 1.690 0.721 2.347 0.011
C 2.722 1.235 3.101 0.007
C 1.684 -0.557 1.561 0.142
N 1.755 -0.472 0.226 0.102
C 2.208 0.762 -0.417 0.014
C 3.073 0.500 -1.653 0.008
Te 5.217 0.546 -1.336 0.003
C 5.420 -1.122 -0.033 0.000
C 5.835 -0.946 1.280 0.000
C 5.980 -2.042 2.120 0.000
C 5.730 -3.318 1.645 0.000
C 5.329 -3.497 0.327 0.001
C 5.172 -2.404 -0.510 0.001
C 1.692 -1.853 2.234 0.019
C 1.724 -3.043 1.492 0.052
C 1.690 -4.263 2.134 -0.006
C 1.603 -4.327 3.519 0.060
C 1.581 -3.157 4.266 -0.005
C 1.634 -1.930 3.632 0.052
H 3.524 4.076 4.827 0.000
H 4.617 3.262 3.701 0.000
H 4.140 2.458 5.195 0.000
H 1.368 4.218 3.909 0.000
H -0.734 3.225 5.183 0.000
H -1.523 4.806 6.899 0.000
H -2.535 6.958 6.231 0.000
H -2.820 7.493 3.835 0.000
H -2.047 5.892 2.112 0.000
H 3.625 0.651 3.239 0.000
H 2.758 1.387 0.290 -0.001
H 1.330 1.342 -0.739 0.003
H 2.913 1.315 -2.358 0.001
H 2.790 -0.435 -2.132 0.001
H 6.059 0.050 1.643 0.000
H 6.287 -1.898 3.149 0.000
H 5.841 -4.172 2.300 0.000
H 5.130 -4.491 -0.052 0.000
H 4.867 -2.547 -1.540 0.000
H 1.776 -2.990 0.412 0.003
H 1.738 -5.174 1.551 -0.001
H 1.556 -5.288 4.013 0.003
H 1.529 -3.201 5.346 -0.001
H 1.634 -1.019 4.217 0.002
C -2.252 -5.209 6.122 0.000
C -1.976 -4.478 4.834 -0.002
C -1.972 -3.094 4.778 0.000
C -1.794 -2.405 3.581 -0.002
C -1.827 -0.904 3.605 0.002
C -1.580 -3.134 2.404 0.007
Se -1.493 -2.303 0.643 -0.030
C -1.539 -4.535 2.447 -0.001
C -1.315 -5.355 1.206 -0.002
C -1.742 -5.180 3.659 0.003
H -2.564 -4.516 6.902 0.000
H -1.363 -5.742 6.465 0.000
H -3.047 -5.941 5.977 0.000
H -2.128 -2.524 5.689 0.000
H -2.329 -0.543 4.503 0.000
H -2.340 -0.507 2.732 0.000
H -0.808 -0.508 3.608 0.001
H -0.539 -4.916 0.579 -0.001
H -2.231 -5.405 0.611 0.000
H -1.023 -6.372 1.468 0.000
H -1.738 -6.265 3.689 0.000
Te -0.618 -0.649 -2.193 0.005
C 0.252 -2.511 -2.691 0.006
C -0.254 -3.745 -2.394 -0.001
C 0.474 -4.817 -2.976 0.000
C 1.529 -4.386 -3.716 -0.001
S 1.650 -2.673 -3.699 0.001
H -1.125 -3.874 -1.769 0.000
H 0.209 -5.858 -2.860 0.000
H 2.236 -4.965 -4.287 0.000
C -4.160 1.320 0.588 0.000
C -3.457 1.197 -0.753 0.001
O -2.038 1.264 -0.612 0.002
H -5.241 1.364 0.460 0.000
H -3.829 2.230 1.092 0.000
H -3.905 0.469 1.221 0.000
H -3.785 1.990 -1.434 0.000
H -3.663 0.230 -1.214 0.000
H -1.826 2.068 -0.114 0.000
```

## Properties
Expectation value of S² ... 2.0485
E_LUMO (alpha / beta) ... -0.0233 / -0.0614 hartree
F_max ... 0.0823 Eh/bohr
Gap between HOMO and LUMO (alpha / beta) ... 6.463 / 5.489 eV
Net charge ... 0
Multiplicity ... 3
Energy above the lowest of the compared OMol25 structures with the same formula, charge and spin ... 0.00 kcal/mol


# 4
C5H6O2 | ωB97M-V/def2-TZVPD

XYZ file:
```
13
Properties=species:S:1:pos:R:3:lowdin_charge:R:1
C 0.581 0.591 1.213 -0.094
O 0.445 -0.852 1.349 -0.097
C -0.116 -1.560 0.367 -0.002
C -1.050 -0.744 -0.518 -0.290
O -1.424 0.535 0.011 -0.045
C -0.038 0.921 -0.121 -0.243
C 0.257 -0.256 -1.119 -0.059
H 1.658 0.804 1.268 0.137
H 0.059 1.086 2.035 0.135
H 0.962 -1.128 -0.806 0.124
H -1.843 -1.281 -1.048 0.149
H 0.088 1.959 -0.450 0.157
H 0.419 -0.075 -2.182 0.128
```

## Properties
E_LUMO ... 0.0321 hartree
F_max ... 0.0300 Eh/bohr
Gap between HOMO and LUMO ... 9.222 eV
Net charge ... 0
Energy above the lowest of the compared OMol25 structures with the same formula, charge and spin ... 114.71 kcal/mol


- Number 2 is which compound?
  C26H28FN5O4PtSeSi